Molecular formula: C43H51BrLaN4PS4
Method: DFT, ωB97M-V/def2-TZVPD

CARTESIAN COORDINATES (ANGSTROEM)
1 La -0.697 0.280 0.368
2 S -1.728 2.851 0.140
3 C -3.214 2.640 -0.744
4 C -4.328 3.354 -0.289
5 C -5.544 3.271 -0.929
6 C -5.682 2.463 -2.049
7 C -4.587 1.780 -2.541
8 C -3.357 1.854 -1.901
9 S -1.921 1.063 -2.602
10 C -2.497 -0.599 -3.159
11 C -2.726 -1.440 -1.937
12 C -3.891 -1.261 -1.286
13 C -4.406 -1.684 0.044
14 C -2.392 -3.363 0.406
15 C -1.479 -3.068 -0.724
16 C -0.130 -3.629 -0.414
17 S 0.702 -2.628 0.926
18 C -0.217 -2.768 2.452
19 C 0.532 -3.034 3.540
20 C 0.147 -2.957 4.931
21 C -1.040 -2.614 5.453
22 C -2.246 -2.301 4.639
23 C -1.918 -1.269 3.546
24 S -3.064 0.030 3.034
25 N -1.590 -2.170 -1.618
26 H -4.200 3.971 0.587
27 H -6.383 3.844 -0.563
28 H -6.633 2.379 -2.552
29 H -4.693 1.186 -3.438
30 H -1.661 -0.979 -3.742
31 H -3.387 -0.485 -3.775
32 H -4.604 -0.619 -1.792
33 H -4.604 -0.773 0.632
34 H -2.237 -4.323 0.897
35 H 0.558 -3.538 -1.251
36 H -0.175 -4.656 -0.058
37 H 1.567 -3.297 3.365
38 H 0.949 -3.193 5.617
39 H -1.153 -2.581 6.528
40 H -3.130 -2.098 5.242
41 Br 3.853 4.449 4.996
42 C 2.599 3.158 4.371
43 C 2.148 3.227 3.063
44 C 1.223 2.307 2.618
45 C 0.744 1.296 3.456
46 C 1.236 1.237 4.768
47 C 2.150 2.166 5.224
48 N -0.131 0.340 2.949
49 C -1.044 -0.126 3.783
50 C -1.672 -2.409 2.544
51 C -2.426 -3.354 3.511
52 C -3.848 -3.585 3.151
53 C -4.364 -3.255 1.976
54 C -3.571 -2.602 0.901
55 N -2.230 -2.174 1.248
56 H 2.516 3.995 2.399
57 H 0.829 2.384 1.606
58 H 0.916 0.445 5.430
59 H 2.522 2.106 6.236
60 H -1.129 0.277 4.793
61 H -1.917 -4.302 3.707
62 H -4.462 -4.022 3.926
63 H -5.408 -3.425 1.766
64 H -5.377 -2.166 -0.117
65 C 3.627 0.542 0.534
66 C 3.797 0.151 -0.936
67 C 3.822 -1.379 -0.962
68 C 5.122 0.677 -1.476
69 P 2.170 0.677 -1.865
70 N 0.939 0.230 -1.061
71 C 2.295 2.591 -2.226
72 C 2.707 3.267 -0.920
73 C 3.251 3.026 -3.332
74 C 0.881 3.085 -2.525
75 C 2.137 -0.241 -3.582
76 C 1.561 -1.630 -3.300
77 C 3.437 -0.355 -4.374
78 C 1.100 0.471 -4.451
79 H 4.326 -0.022 1.153
80 H 2.614 0.297 0.864
81 H 3.809 1.594 0.716
82 H 4.530 -1.754 -0.222
83 H 4.128 -1.763 -1.931
84 H 2.835 -1.762 -0.706
85 H 5.941 0.208 -0.927
86 H 5.216 1.752 -1.350
87 H 5.246 0.440 -2.528
88 H 3.761 3.130 -0.700
89 H 2.106 2.875 -0.102
90 H 2.525 4.340 -0.984
91 H 4.260 2.664 -3.160
92 H 3.285 4.116 -3.356
93 H 2.925 2.689 -4.312
94 H 0.192 2.673 -1.787
95 H 0.534 2.813 -3.516
96 H 0.837 4.171 -2.446
97 H 2.277 -2.287 -2.822
98 H 1.251 -2.100 -4.233
99 H 0.692 -1.519 -2.654
100 H 4.154 -1.017 -3.896
101 H 3.904 0.614 -4.530
102 H 3.208 -0.776 -5.355
103 H 0.224 0.708 -3.855
104 H 0.791 -0.182 -5.269
105 H 1.488 1.382 -4.897

The molar mass comes out at 1002.0 g mol⁻¹. The value obtained for the largest force on an atom is 2.5 eV/A. The total energy comes out at -6427.853983 hartree. The gap between HOMO and LUMO is 6.6 eV. Its total charge is 0. The energy above the lowest of the compared OMol25 structures with the same formula, charge and spin is 119.1 kcal per mole.


Molecular formula: C43H51Cl6N8O6V
Method: DFT, ωB97M-V/def2-TZVPD

CARTESIAN COORDINATES (ANGSTROEM)
1 O 0.006 3.194 -0.338
2 V 1.282 2.911 0.437
3 C -0.785 1.615 4.245
4 C -0.962 2.231 2.886
5 C -2.410 2.753 2.699
6 O 0.043 3.126 2.511
7 H -1.466 0.796 4.478
8 H -1.086 2.306 5.032
9 H 0.209 1.285 4.548
10 H -0.896 1.331 2.275
11 H -2.843 3.194 3.597
12 H -2.959 1.812 2.673
13 H -2.528 3.350 1.795
14 C 0.873 6.558 -1.165
15 C 1.891 5.903 -0.234
16 C 3.022 6.878 -0.067
17 O 1.420 5.244 0.919
18 H 0.331 7.415 -0.766
19 H 0.214 5.807 -1.601
20 H 1.313 6.954 -2.080
21 H 2.327 5.103 -0.832
22 H 3.572 6.632 0.841
23 H 2.610 7.837 0.247
24 H 3.656 7.065 -0.934
25 N -0.050 0.029 -0.058
26 O -0.688 0.354 -1.071
27 O 0.923 0.708 0.307
28 O -0.266 -1.007 0.519
29 N -2.429 4.549 -2.015
30 C -2.011 3.863 -3.073
31 C -2.425 2.571 -3.369
32 C -3.291 1.893 -2.552
33 C -3.750 2.669 -1.487
34 C -3.297 3.919 -1.243
35 H -1.322 4.401 -3.708
36 H -2.129 2.037 -4.260
37 H -3.530 0.863 -2.773
38 H -4.361 2.159 -0.757
39 H -3.821 4.632 -0.623
40 N 2.478 2.427 -1.510
41 C 2.200 3.088 -2.709
42 C 2.969 2.861 -3.894
43 C 3.987 1.945 -3.871
44 C 4.244 1.202 -2.739
45 C 3.432 1.443 -1.654
46 H 1.445 3.858 -2.764
47 H 2.888 3.486 -4.771
48 H 4.647 1.859 -4.721
49 H 5.020 0.455 -2.665
50 H 3.586 0.906 -0.730
51 N 1.502 -3.084 4.731
52 C 0.952 -4.316 4.596
53 C -0.422 -4.511 4.423
54 C -1.258 -3.480 4.021
55 C -0.627 -2.208 4.159
56 C 0.665 -1.999 4.558
57 H 1.552 -5.176 4.855
58 H -0.857 -5.494 4.523
59 H -2.281 -3.569 3.687
60 H -1.229 -1.377 3.821
61 H 1.138 -1.073 4.849
62 N 1.488 -2.338 -4.517
63 C 0.889 -2.065 -3.295
64 C -0.069 -2.791 -2.627
65 C -0.489 -3.853 -3.380
66 C 0.014 -4.303 -4.582
67 C 1.049 -3.474 -5.091
68 H 1.196 -1.212 -2.709
69 H -0.392 -2.449 -1.655
70 H -1.275 -4.468 -2.967
71 H -0.385 -5.216 -4.997
72 H 1.428 -3.562 -6.099
73 N -0.613 -7.366 -0.032
74 C -0.629 -6.009 -0.149
75 C -1.400 -5.189 0.627
76 C -2.193 -5.761 1.602
77 C -2.156 -7.096 1.759
78 C -1.329 -7.890 0.972
79 H 0.013 -5.653 -0.940
80 H -1.384 -4.110 0.585
81 H -2.874 -5.166 2.193
82 H -2.856 -7.505 2.472
83 H -1.221 -8.957 1.098
84 N -5.294 -2.815 1.823
85 C -5.018 -3.131 0.559
86 C -4.177 -2.386 -0.272
87 C -3.575 -1.244 0.255
88 C -3.856 -0.941 1.600
89 C -4.754 -1.722 2.311
90 H -5.351 -4.106 0.235
91 H -3.827 -2.720 -1.237
92 H -2.864 -0.675 -0.327
93 H -3.279 -0.192 2.122
94 H -5.097 -1.419 3.289
95 N 3.078 2.429 1.592
96 C 3.074 1.285 2.361
97 C 4.236 0.761 2.866
98 C 5.437 1.401 2.657
99 C 5.531 2.522 1.939
100 C 4.344 3.009 1.398
101 H 2.137 0.894 2.728
102 H 4.224 -0.036 3.596
103 H 6.368 1.035 3.065
104 H 6.541 2.891 1.839
105 H 4.442 3.867 0.750
106 C -2.847 -0.238 -5.954
107 Cl -2.521 -2.014 -5.666
108 Cl -4.173 -0.043 -7.124
109 Cl -1.361 0.555 -6.523
110 H -3.199 0.259 -5.050
111 C 2.845 -2.503 1.173
112 Cl 4.416 -2.666 2.046
113 Cl 1.944 -4.025 1.308
114 Cl 3.130 -1.969 -0.564
115 H 2.214 -1.813 1.734

The molar mass comes out at 1039.6 g mol⁻¹. The value obtained for the largest force on an atom is 4.0 eV/A. The total energy comes out at -6263.576282 hartree. The gap between HOMO and LUMO (spin up / spin down) is 6.6 / 6.6 eV. Its total charge is -1. The energy above the lowest of the compared OMol25 structures with the same formula, charge and spin is 28.2 kcal per mole. As for the spin multiplicity: 2.


Molecular formula: C43H51F3N3
Method: DFT, ωB97M-V/def2-TZVPD

CARTESIAN COORDINATES (ANGSTROEM)
1 C 0.754 3.364 -3.282
2 C 1.789 2.481 -2.603
3 C 3.176 3.108 -2.666
4 C 1.802 1.072 -3.199
5 C 2.237 0.908 -4.516
6 C 2.390 -0.373 -5.053
7 C 2.233 -1.490 -4.225
8 C 1.850 -1.349 -2.893
9 C 1.894 -2.542 -1.927
10 C 3.012 -3.549 -2.226
11 C 0.529 -3.200 -1.864
12 C 1.433 -0.068 -2.464
13 N 0.941 0.126 -1.106
14 N 1.886 0.593 -0.262
15 N 1.274 0.763 0.925
16 C 2.109 0.897 2.092
17 C 2.728 2.138 2.317
18 C 2.625 3.318 1.347
19 C 4.017 3.854 0.996
20 C 1.741 4.431 1.922
21 C 3.414 2.314 3.519
22 C 3.505 1.279 4.452
23 C 2.961 0.028 4.166
24 C 2.309 -0.202 2.953
25 C 1.867 -1.625 2.605
26 C 0.660 -2.052 3.443
27 C 3.042 -2.608 2.739
28 C -0.085 0.517 0.825
29 C -0.987 0.698 1.954
30 C -2.229 0.052 1.994
31 C -3.173 0.304 2.968
32 C -2.831 1.153 4.018
33 C -3.903 1.390 5.057
34 F -3.496 2.187 6.073
35 F -5.015 1.981 4.508
36 F -4.333 0.214 5.617
37 C -1.575 1.769 4.073
38 C -0.676 1.551 3.042
39 C -0.324 0.023 -0.439
40 C -1.567 -0.443 -0.966
41 H -0.250 2.933 -3.215
42 H 0.735 4.350 -2.809
43 H 1.008 3.482 -4.340
44 H 1.521 2.378 -1.550
45 H 3.915 2.487 -2.147
46 H 3.485 3.208 -3.713
47 H 3.172 4.098 -2.196
48 H 2.446 1.794 -5.127
49 H 2.670 -0.503 -6.100
50 H 2.409 -2.488 -4.627
51 H 2.114 -2.101 -0.942
52 H 3.986 -3.050 -2.255
53 H 3.061 -4.313 -1.440
54 H 2.862 -4.068 -3.180
55 H -0.214 -2.482 -1.516
56 H 0.205 -3.544 -2.856
57 H 0.496 -4.055 -1.178
58 H 2.167 2.928 0.429
59 H 4.655 3.059 0.590
60 H 3.956 4.653 0.247
61 H 4.509 4.256 1.892
62 H 0.739 4.066 2.182
63 H 2.196 4.840 2.835
64 H 1.619 5.250 1.202
65 H 3.857 3.291 3.725
66 H 4.013 1.457 5.402
67 H 3.052 -0.790 4.886
68 H 1.562 -1.609 1.551
69 H -0.142 -1.306 3.381
70 H 0.254 -3.009 3.085
71 H 0.938 -2.161 4.501
72 H 3.930 -2.224 2.219
73 H 3.307 -2.760 3.795
74 H 2.796 -3.584 2.302
75 H -2.456 -0.624 1.187
76 H -4.173 -0.118 2.920
77 H -1.316 2.444 4.886
78 H 0.282 2.071 3.023
79 H -2.415 0.204 -0.727
80 H -1.485 -0.860 -1.959
81 C -3.964 -1.883 0.281
82 C -3.382 -1.761 -1.123
83 C -2.607 -3.012 -1.456
84 C -4.440 -1.489 -2.120
85 C -4.399 -2.078 -3.414
86 C -5.571 -2.250 -4.152
87 C -6.794 -1.773 -3.669
88 C -6.840 -1.137 -2.420
89 C -5.671 -0.946 -1.683
90 H -4.333 -0.907 0.631
91 H -4.813 -2.592 0.373
92 H -3.161 -2.279 0.913
93 H -2.118 -2.886 -2.431
94 H -1.870 -3.189 -0.664
95 H -3.258 -3.911 -1.524
96 H -3.474 -2.524 -3.789
97 H -5.523 -2.792 -5.102
98 H -7.708 -1.893 -4.256
99 H -7.786 -0.809 -1.986
100 H -5.745 -0.503 -0.688

The molar mass comes out at 666.9 g mol⁻¹. The value obtained for the largest force on an atom is 3.0 eV/A. The total energy comes out at -2132.672727 hartree. The gap between HOMO and LUMO is 6.6 eV. Its total charge is +1.


Molecular formula: C43H52FN4O3S2V
Method: DFT, ωB97M-V/def2-TZVPD

CARTESIAN COORDINATES (ANGSTROEM)
1 V 0.324 1.335 -0.148
2 C 4.746 -2.459 -0.221
3 C 3.792 -2.550 0.976
4 C 2.376 -3.072 0.606
5 C 3.652 -1.224 1.753
6 C 4.587 -1.041 2.774
7 C 4.257 -0.213 3.839
8 C 3.063 0.411 3.923
9 C 2.181 0.376 2.847
10 C 0.873 1.075 3.012
11 C 0.003 0.344 4.019
12 C 1.094 2.540 3.450
13 C 2.624 -0.236 1.656
14 N 1.998 0.127 0.395
15 C 2.733 -0.036 -0.696
16 C 2.165 0.238 -1.914
17 N 0.869 0.559 -1.965
18 C -0.040 0.316 -3.031
19 C -0.093 -0.951 -3.659
20 C -0.927 -1.119 -4.761
21 C -1.704 -0.080 -5.224
22 C -1.679 1.158 -4.550
23 C -0.960 1.366 -3.409
24 C -0.887 2.702 -2.734
25 C -2.266 3.369 -2.637
26 C -0.003 3.706 -3.454
27 C 0.796 -2.160 -3.321
28 C 1.875 -2.303 -4.437
29 C 0.045 -3.450 -3.147
30 H 5.161 -3.506 -0.331
31 H 5.642 -1.857 0.030
32 H 4.414 -2.043 -1.181
33 H 4.208 -3.127 1.818
34 H 1.854 -2.561 -0.181
35 H 1.706 -3.032 1.479
36 H 2.626 -4.085 0.167
37 H 5.526 -1.569 2.779
38 H 4.874 -0.159 4.751
39 H 2.781 0.999 4.773
40 H 0.349 1.028 2.045
41 H 0.493 0.388 5.039
42 H -0.113 -0.724 3.932
43 H -0.969 0.774 4.210
44 H 1.627 2.634 4.447
45 H 0.092 2.958 3.600
46 H 1.681 3.163 2.693
47 H 3.832 -0.125 -0.680
48 H 2.852 0.309 -2.767
49 H -0.970 -2.117 -5.255
50 H -2.307 -0.312 -6.113
51 H -2.223 2.029 -4.922
52 H -0.521 2.627 -1.705
53 H -2.637 3.754 -3.576
54 H -2.221 4.176 -1.922
55 H -3.003 2.606 -2.268
56 H -0.379 3.892 -4.468
57 H 1.017 3.300 -3.566
58 H -0.026 4.671 -2.883
59 H 1.285 -1.887 -2.374
60 H 1.397 -2.831 -5.308
61 H 2.804 -2.874 -4.210
62 H 2.199 -1.372 -4.822
63 H -0.355 -3.811 -4.137
64 H -0.842 -3.197 -2.561
65 H 0.603 -4.263 -2.675
66 C -6.393 1.003 3.448
67 C -5.794 -0.342 3.061
68 C -6.845 -1.374 2.585
69 C -6.193 -2.746 2.355
70 C -4.866 -2.577 1.564
71 C -4.361 -3.764 1.024
72 C -3.097 -3.746 0.406
73 F -2.739 -4.866 -0.247
74 C -2.337 -2.621 0.367
75 C -2.859 -1.428 0.834
76 C -2.101 -0.185 0.661
77 O -0.977 -0.277 0.066
78 C -2.744 1.025 1.156
79 C -3.966 0.946 1.843
80 N -4.685 -0.245 2.017
81 C -4.144 -1.377 1.498
82 C -2.182 2.451 1.076
83 O -2.806 3.297 1.711
84 O -1.077 2.755 0.358
85 H -7.145 0.797 4.215
86 H -6.831 1.510 2.560
87 H -5.646 1.724 3.878
88 H -5.336 -0.726 3.965
89 H -7.211 -0.949 1.576
90 H -7.725 -1.386 3.263
91 H -6.750 -3.506 1.757
92 H -5.962 -3.259 3.322
93 H -4.891 -4.703 1.101
94 H -1.380 -2.526 -0.144
95 H -4.394 1.775 2.364
96 S 1.852 3.250 -0.316
97 C 3.549 3.071 -0.633
98 N 4.478 2.988 0.313
99 C 5.868 2.889 -0.207
100 C 5.842 2.985 -1.766
101 S 4.120 3.059 -2.269
102 H 4.322 2.843 1.343
103 H 6.335 1.949 0.199
104 H 6.491 3.748 0.161
105 H 6.341 2.075 -2.066
106 H 6.285 3.879 -2.196

The molar mass comes out at 807.0 g mol⁻¹. The value obtained for the largest force on an atom is 5.1 eV/A. The total energy comes out at -3954.772828 hartree. The gap between HOMO and LUMO (spin up / spin down) is 3.6 / 4.1 eV. Its total charge is -1. As for the spin multiplicity: 4.


- largest force on an atom of number 1 (C43H51BrLaN4PS4)?
  2.5 eV/A